Formula: C48H39BrGeIrN3O5STe
Source: OMol25
Level of theory: ωB97M-V with the def2-TZVPD basis set

The geometry in XYZ format:
```
100
Properties=species:S:1:pos:R:3:forces:R:3:mulliken_charge:R:1
Ir -0.109357 -0.381242 -0.446298 -0.831 1.038 0.044 1.57
Br -1.112726 -3.711686 -1.334027 0.013 -0.060 0.090 0.03
C -2.079391 -2.244589 -1.964785 -0.205 0.170 -0.008 -0.39
C -3.089317 -2.476186 -2.899412 0.237 -0.229 0.205 -0.73
C -3.858673 -1.424300 -3.330446 -0.154 0.417 -0.043 -1.01
C -3.622923 -0.159598 -2.798479 -0.346 -0.210 -0.332 -0.47
C -2.617195 -0.030457 -1.881745 0.208 1.219 0.540 0.98
N -1.840716 -1.025205 -1.471720 0.697 -0.838 -0.419 0.57
C -2.331888 1.358887 -1.320477 0.004 -0.850 0.033 -0.34
O -2.908970 2.311301 -1.734931 -0.098 0.381 0.140 -0.57
O -1.387642 1.410769 -0.315189 0.128 -0.048 -0.565 -0.69
H -3.251188 -3.482342 -3.257151 0.039 0.009 -0.008 0.58
H -4.635500 -1.578562 -4.068138 -0.001 0.002 0.034 0.52
H -4.182193 0.718123 -3.086245 -0.030 -0.028 0.013 0.57
O 2.844838 -1.921313 -2.742531 0.079 0.009 -0.043 -0.73
C 2.269008 -1.788892 -1.672225 -0.215 0.012 -0.324 -0.60
O 0.984817 -1.515335 -1.640874 0.316 -0.638 0.304 -0.51
C 2.981461 -2.004189 -0.384725 -0.157 -0.080 0.136 0.99
C 3.796686 -3.124848 -0.257508 0.031 -0.003 0.007 -0.64
C 4.428128 -3.401976 0.943791 -0.019 0.022 -0.002 -0.71
C 4.257298 -2.536794 2.019944 -0.030 0.071 -0.052 -0.68
C 3.467048 -1.404885 1.887566 0.104 0.011 0.010 -0.62
C 2.810818 -1.126499 0.685917 -0.089 0.083 0.123 0.11
S 1.837309 0.344893 0.557834 0.184 0.081 0.066 -0.15
H 3.923734 -3.773433 -1.115755 -0.020 0.011 0.016 0.50
H 5.046820 -4.284555 1.042274 -0.003 0.001 0.005 0.40
H 4.732531 -2.749925 2.970059 0.009 0.018 -0.023 0.39
H 3.326616 -0.730757 2.723805 -0.009 -0.016 0.001 0.49
C -5.922635 -0.116893 1.528249 0.027 0.004 0.000 -0.81
C -5.098439 0.624214 2.362878 0.072 -0.001 -0.022 -0.66
C -3.728923 0.377971 2.393980 -0.055 -0.019 -0.095 -0.32
C -3.152297 -0.612776 1.594051 -0.121 0.129 -0.086 -0.27
C -4.005298 -1.358698 0.773967 -0.030 -0.021 0.083 -0.05
C -5.373081 -1.116796 0.736636 0.062 0.025 0.008 -0.82
Ge -1.202622 -0.924615 1.666523 0.562 -0.301 -0.198 2.22
C -0.634507 0.084397 3.248095 -0.031 0.107 0.174 0.29
C -0.005470 1.327866 3.225819 -0.065 -0.065 0.124 0.12
C 0.270619 2.012194 4.404447 0.019 -0.049 -0.027 -1.16
C -0.077292 1.459880 5.628627 -0.004 -0.031 -0.012 -0.67
C -0.703796 0.220986 5.670843 -0.012 -0.015 -0.049 -0.87
C -0.981978 -0.456605 4.489673 0.079 0.072 0.007 -0.31
C -0.969166 -2.802053 2.148212 0.023 -0.224 0.050 -0.27
C -2.024770 -3.643961 2.495609 0.086 -0.059 0.021 -0.06
C -1.793286 -4.974588 2.837094 0.015 0.067 -0.020 -0.74
C -0.500183 -5.478007 2.833865 0.013 0.048 -0.040 -0.59
C 0.563137 -4.647652 2.492380 -0.052 -0.010 0.002 -0.64
C 0.327838 -3.322131 2.156168 -0.074 -0.074 -0.032 0.03
H -6.987502 0.077721 1.499839 0.006 -0.005 0.004 0.39
H -5.521103 1.397996 2.992996 0.001 -0.008 -0.004 0.41
H -3.100451 0.965541 3.055208 -0.008 -0.027 -0.014 0.38
H -3.606209 -2.168041 0.170962 0.001 0.009 0.022 0.46
H -6.009385 -1.710341 0.091074 -0.003 -0.014 0.011 0.44
H 0.281811 1.773258 2.285915 0.048 -0.044 -0.014 0.29
H 0.756041 2.979906 4.360764 -0.004 -0.048 0.002 0.53
H 0.140235 1.990512 6.548022 0.001 -0.007 -0.011 0.39
H -0.973295 -0.219489 6.623121 -0.007 -0.001 -0.005 0.42
H -1.473372 -1.423446 4.538152 0.018 0.003 0.004 0.40
H -3.041224 -3.265463 2.502401 0.008 -0.003 0.010 0.34
H -2.623809 -5.616912 3.105856 0.006 0.016 -0.006 0.41
H -0.319860 -6.513827 3.095624 0.000 0.018 -0.004 0.39
H 1.575502 -5.034530 2.482516 -0.008 0.018 0.013 0.45
H 1.163648 -2.687487 1.883440 -0.018 -0.031 0.008 -0.01
Te -0.187552 3.110020 -0.537761 0.060 0.020 0.347 0.74
C -0.893978 3.887797 1.286240 -0.128 0.013 -0.049 0.21
C -0.057871 4.775994 1.955447 -0.013 0.040 0.097 -0.33
C -0.438072 5.292417 3.188461 -0.035 0.026 -0.084 -0.72
C -1.643205 4.910957 3.762218 0.009 0.027 -0.026 -0.59
C -2.476653 4.028395 3.090104 0.017 0.000 -0.039 -0.49
C -2.108954 3.521321 1.851341 -0.104 0.073 -0.050 -0.28
H 0.900096 5.062891 1.530779 0.007 -0.056 0.040 0.32
H 0.217602 5.980821 3.707591 -0.005 -0.010 -0.011 0.39
H -1.927344 5.295683 4.733130 -0.003 0.000 -0.007 0.39
H -3.419750 3.728968 3.532114 0.024 -0.007 -0.007 0.44
H -2.767823 2.834888 1.333742 0.016 0.008 0.026 0.37
C 3.660056 0.592226 -5.586170 -0.050 -0.082 0.098 -1.10
N 2.359723 0.470419 -4.963949 0.018 0.160 -0.028 0.02
N 2.006625 1.150943 -3.819325 0.256 0.023 -0.079 0.85
C 0.703304 0.870024 -3.511058 0.154 -0.137 0.112 -0.03
O 0.189096 1.263660 -2.439428 -0.540 0.150 -0.160 0.48
C 0.221216 0.043269 -4.559422 -0.020 -0.029 0.050 -0.87
C 1.275086 -0.187421 -5.405390 0.039 -0.127 -0.061 0.49
C 1.350668 -1.034003 -6.628662 -0.026 0.016 0.023 -1.81
C 2.921086 1.894916 -3.016351 -0.093 -0.147 -0.108 -0.55
C 2.680712 3.247776 -2.836307 0.032 0.117 -0.022 -0.36
C 3.525693 3.986219 -2.020802 0.010 -0.041 0.014 -0.68
C 4.601769 3.366902 -1.396957 -0.039 -0.011 -0.026 -0.45
C 4.834053 2.011983 -1.591816 0.026 -0.017 -0.024 -0.86
C 3.993174 1.265046 -2.403938 -0.021 0.002 0.056 0.42
H 4.156154 1.479441 -5.203905 -0.007 0.027 -0.004 0.42
H 3.538211 0.697130 -6.662342 -0.004 -0.013 -0.014 0.38
H 4.277098 -0.279898 -5.366467 0.016 0.000 0.013 0.32
H -0.763409 -0.390413 -4.614668 0.045 0.020 -0.007 0.46
H 0.411298 -1.564804 -6.761932 0.002 0.009 -0.008 0.38
H 2.152204 -1.768595 -6.540488 -0.009 0.003 0.019 0.35
H 1.535254 -0.432450 -7.520899 -0.003 0.002 0.005 0.37
H 1.839989 3.710297 -3.339718 0.002 -0.017 0.022 0.55
H 3.348137 5.045265 -1.880805 0.000 -0.015 0.014 0.47
H 5.259612 3.941415 -0.757212 -0.016 -0.015 -0.004 0.42
H 5.661760 1.525118 -1.092599 -0.008 0.007 -0.008 0.40
H 4.136625 0.200848 -2.544329 -0.009 -0.035 0.034 0.49
```
Positions in Å, forces in eV/Å.

Calculated values
E = -7814.51058 a.u.
HOMO-LUMO gap = 6.169 eV
energy above the lowest of the compared OMol25 structures with the same formula, charge and spin = 93.7 kJ/mol